Molecular formula: C5H9N3
Method: DFT, ωB97M-V/def2-TZVPD

Computed properties:
Kohn-Sham gap in Ha: 0.3349
Strongest force on any atom in eV/Å: 8.31
HOMO level in eV: -8.370
ΔE to the lowest compared entry with this formula, charge and spin in kJ/mol: 811.0
Calculated total energy in eV: -9793.06154

```
! wB97M-V def2-TZVPD RIJCOSX def2/J DEFGRID3
* xyz 0 1
C -2.658 0.421 -0.366
C 0.138 -1.182 -0.402
C 2.176 -0.330 0.189
C 1.340 1.058 0.135
C 1.056 2.153 -0.274
H -2.083 0.336 -1.317
H -3.620 -0.079 -0.757
H -3.122 1.682 -0.214
H -2.158 -0.119 1.619
H 0.102 0.408 1.140
H -0.780 -1.801 -0.902
H 2.277 -0.487 1.299
H 3.241 -0.438 -0.147
H 0.669 3.040 -0.331
N -1.873 -0.545 0.505
N -0.531 -0.256 0.510
N 1.426 -1.379 -0.455
*
```

Molecular formula: C4H8CuLiO3
Method: DFT, ωB97M-V/def2-TZVPD

Computed properties:
Kohn-Sham gap (alpha / beta) in Ha: 0.1861 / 0.2796
⟨S²⟩: 0.75
Strongest force on any atom in eV/Å: 3.72
HOMO level (alpha / beta) in eV: -9.970 / -12.511
ΔE to the lowest compared entry with this formula, charge and spin in kJ/mol: 0.0
Calculated total energy in eV: -55256.53349

```
! wB97M-V def2-TZVPD RIJCOSX def2/J DEFGRID3
* xyz 1 2
C 0.442 0.152 -1.395
C 0.575 1.080 -0.193
C 0.818 0.268 1.096
C -0.294 0.454 2.055
O -1.219 -0.339 2.188
O -0.155 0.594 -2.478
Cu -1.403 1.987 -3.570
Li -1.779 -1.901 1.266
H -0.417 -1.222 -0.842
H 1.345 -0.474 -1.549
H -0.341 1.689 -0.106
H 1.399 1.791 -0.373
H 1.783 0.398 1.598
H -0.368 1.441 2.554
O -0.709 -2.116 -0.246
H -0.509 -2.891 -0.778
H 0.831 -0.910 0.773
*
```

Molecular formula: HN2O2
Method: DFT, ωB97M-V/def2-TZVPD

Computed properties:
Kohn-Sham gap (alpha / beta) in Ha: 0.2607 / 0.1504
Strongest force on any atom in eV/Å: 3.80
HOMO level (alpha / beta) in eV: -3.813 / -2.501
ΔE to the lowest compared entry with this formula, charge and spin in kJ/mol: 479.2
Calculated total energy in eV: -7084.32060

```
! wB97M-V def2-TZVPD RIJCOSX def2/J DEFGRID3
* xyz -1 1
N 2.154 1.263 -0.260
N -0.809 -0.631 0.268
O -1.415 -0.468 1.287
O -1.249 -0.664 -0.924
H 1.319 0.500 -0.371
*
```

Molecular formula: C6H11N
Method: DFT, ωB97M-V/def2-TZVPD

Computed properties:
Kohn-Sham gap in Ha: 0.3685
Strongest force on any atom in eV/Å: 7.20
HOMO level in eV: -9.061
ΔE to the lowest compared entry with this formula, charge and spin in kJ/mol: 295.7
Calculated total energy in eV: -7887.46647
SMILES: C=N[C@@H](C)C(=C)C

```
! wB97M-V def2-TZVPD RIJCOSX def2/J DEFGRID3
* xyz 0 1
C 1.568 -1.731 1.635
C -0.043 -0.265 0.459
C -0.242 0.294 -0.982
C -0.019 1.043 1.301
C -1.687 0.124 -1.607
C 0.740 0.795 -1.674
N 1.131 -1.139 0.601
H 2.335 -2.557 1.493
H -1.014 -0.936 0.580
H -0.951 1.452 1.172
H 0.824 1.516 1.061
H -0.002 0.647 2.382
H -1.794 0.311 -2.683
H -2.185 0.949 -1.107
H -2.079 -0.770 -1.387
H 0.487 1.124 -2.685
H 1.261 -1.474 2.659
H 1.670 0.617 -1.217
*
```

Molecular formula: C15H33Br2CaN7O2P
Method: DFT, ωB97M-V/def2-TZVPD

Computed properties:
Kohn-Sham gap in Ha: 0.3250
Strongest force on any atom in eV/Å: 0.31
HOMO level in eV: -11.095
ΔE to the lowest compared entry with this formula, charge and spin in kJ/mol: 0.0
Calculated total energy in eV: -198428.23652

```
! wB97M-V def2-TZVPD RIJCOSX def2/J DEFGRID3
* xyz 1 1
Ca -0.781 0.280 1.244
C -1.396 2.870 3.306
C 0.088 2.512 3.359
N 0.303 1.060 3.331
C -0.193 0.335 4.514
C -1.058 -0.882 4.190
N -2.126 -0.598 3.208
C -3.143 0.362 3.681
C -3.384 1.519 2.714
N -2.135 2.138 2.266
H -1.856 2.659 4.273
H -1.485 3.950 3.168
H 0.609 2.938 2.498
H 0.508 2.978 4.260
H 1.286 0.856 3.195
H 0.639 -0.012 5.130
H -0.751 1.031 5.141
H -0.438 -1.677 3.775
H -1.480 -1.236 5.139
H -2.576 -1.479 2.990
H -4.096 -0.141 3.859
H -2.832 0.753 4.651
H -3.902 1.163 1.821
H -4.045 2.236 3.218
H -2.324 2.739 1.473
N -3.192 1.479 -0.947
C -2.168 2.128 -1.794
C -0.911 1.325 -1.503
O -0.253 1.660 -0.471
O -0.704 0.292 -2.170
H -3.438 0.589 -1.369
H -4.041 2.034 -0.942
H -2.035 3.156 -1.462
H -2.415 2.111 -2.857
Br 1.309 -1.614 1.301
C -0.241 -2.636 -1.482
Br -1.843 -2.111 -0.548
H 0.252 -3.334 -0.810
H -0.606 -3.173 -2.360
C 4.133 -1.234 -2.529
N 3.237 -0.087 -2.613
C 2.814 0.107 -3.999
N 2.184 -1.083 -4.574
C 3.097 -2.218 -4.429
N 3.529 -2.457 -3.051
C 2.416 -2.881 -2.211
P 1.104 -1.589 -2.173
C 2.146 -0.129 -1.666
C 0.878 -1.334 -3.971
H 4.426 -1.389 -1.490
H 5.024 -1.015 -3.118
H 3.698 0.342 -4.593
H 2.120 0.948 -4.054
H 3.984 -2.012 -5.029
H 2.617 -3.117 -4.818
H 2.752 -3.052 -1.184
H 2.002 -3.821 -2.589
H 2.509 -0.287 -0.653
H 1.547 0.772 -1.704
H 0.206 -0.494 -4.137
H 0.429 -2.230 -4.409
*
```

Molecular formula: CH10NO2
Method: DFT, ωB97M-V/def2-TZVPD

Computed properties:
Kohn-Sham gap in Ha: 0.4788
Strongest force on any atom in eV/Å: 0.36
HOMO level in eV: -16.153
ΔE to the lowest compared entry with this formula, charge and spin in kJ/mol: 7.6
Calculated total energy in eV: -6778.56105

```
! wB97M-V def2-TZVPD RIJCOSX def2/J DEFGRID3
* xyz 1 1
C -1.458 -0.165 0.551
N 0.019 -0.311 0.501
H -1.875 -1.046 1.027
H -1.751 0.724 1.103
H -1.824 -0.108 -0.461
H 0.313 -0.975 -0.247
H 0.378 -0.657 1.388
H 0.462 0.595 0.316
H 1.519 -2.799 -1.223
H 0.774 -2.108 -2.386
O 0.858 -2.118 -1.423
H 1.157 3.078 0.377
H -0.311 3.049 0.855
O 0.378 2.513 0.451
*
```

Molecular formula: C47H45BrN6O4RbSSi
Method: DFT, ωB97M-V/def2-TZVPD

Computed properties:
Kohn-Sham gap in Ha: 0.2166
Strongest force on any atom in eV/Å: 0.71
HOMO level in eV: -3.980
ΔE to the lowest compared entry with this formula, charge and spin in kJ/mol: 70.4
Calculated total energy in eV: -156014.01482

```
! wB97M-V def2-TZVPD RIJCOSX def2/J DEFGRID3
* xyz -1 1
Rb -0.677 -0.517 -0.366
O -0.592 5.888 0.672
C -1.814 5.318 0.959
C -2.761 6.116 1.585
C -3.999 5.576 1.905
C -4.292 4.259 1.570
C -3.331 3.480 0.940
C -2.072 3.983 0.659
C -1.015 3.060 0.013
O -1.431 1.883 -0.348
N 0.085 2.986 1.064
N 0.946 1.996 1.060
C 1.984 2.098 1.815
C 2.918 1.021 2.053
Br 2.562 -0.602 1.151
C 3.971 1.178 2.871
C 5.025 0.244 3.283
C 6.309 0.753 3.504
C 7.349 -0.067 3.912
C 7.125 -1.420 4.123
C 5.852 -1.937 3.928
C 4.812 -1.117 3.516
H -0.159 5.336 0.007
H -2.516 7.147 1.808
H -4.741 6.193 2.397
H -5.270 3.848 1.791
H -3.506 2.448 0.654
H -0.565 3.653 -0.841
H 0.322 3.806 1.616
H 2.162 3.000 2.407
H 4.087 2.187 3.261
H 6.489 1.810 3.341
H 8.336 0.352 4.064
H 7.934 -2.066 4.444
H 5.662 -2.989 4.103
H 3.823 -1.534 3.386
C 1.818 -4.334 -2.789
O 1.530 -4.844 -1.464
C 1.184 -3.756 -0.732
N 1.126 -2.630 -1.294
C 1.396 -2.853 -2.722
C 2.395 -1.880 -3.289
C 2.636 -0.660 -2.667
C 3.525 0.249 -3.220
C 4.179 -0.042 -4.410
C 3.934 -1.252 -5.044
C 3.049 -2.163 -4.484
C 0.877 -4.010 0.693
C 1.268 -5.195 1.310
C 0.948 -5.375 2.643
C 0.242 -4.385 3.308
C -0.106 -3.242 2.597
N 0.208 -3.053 1.323
C -0.891 -2.162 3.232
N -1.218 -1.070 2.686
C -2.021 -0.318 3.669
C -2.046 -1.244 4.907
O -1.292 -2.405 4.508
C -1.454 1.050 3.959
C -2.253 2.176 3.837
C -1.753 3.436 4.134
C -0.439 3.571 4.557
C 0.371 2.446 4.680
C -0.136 1.192 4.383
H 1.241 -4.919 -3.500
H 2.886 -4.462 -2.973
H 0.432 -2.698 -3.224
H 2.120 -0.426 -1.746
H 3.701 1.192 -2.717
H 4.869 0.672 -4.843
H 4.429 -1.486 -5.978
H 2.857 -3.100 -4.997
H 1.803 -5.943 0.743
H 1.238 -6.280 3.160
H -0.047 -4.487 4.344
H -3.021 -0.188 3.255
H -3.046 -1.575 5.182
H -1.555 -0.800 5.771
H -3.274 2.076 3.489
H -2.387 4.306 4.007
H -0.041 4.554 4.784
H 1.405 2.548 4.989
H 0.509 0.321 4.454
C -5.288 -0.016 -6.185
Si -4.397 -1.144 -4.947
C -4.231 -2.810 -5.810
C -5.533 -1.254 -3.455
C -2.739 -0.342 -4.585
C -2.391 0.876 -5.147
C -1.156 1.462 -4.878
C -0.311 0.783 -4.023
N -0.601 -0.388 -3.460
C -1.793 -0.965 -3.720
S -2.154 -2.492 -2.975
H -6.263 -0.449 -6.428
H -4.732 0.087 -7.122
H -5.461 0.986 -5.782
H -5.156 -3.048 -6.347
H -4.016 -3.596 -5.088
H -3.413 -2.790 -6.534
H -6.493 -1.699 -3.733
H -5.725 -0.257 -3.049
H -5.064 -1.863 -2.680
H -3.087 1.385 -5.806
H -0.867 2.415 -5.301
H 0.661 1.199 -3.766
*
```

Molecular formula: C56H82Cl26N6
Method: DFT, ωB97M-V/def2-TZVPD

Computed properties:
Kohn-Sham gap in Ha: 0.3495
Strongest force on any atom in eV/Å: 3.73
HOMO level in eV: -9.482
Calculated total energy in eV: -393925.07164

```
! wB97M-V def2-TZVPD RIJCOSX def2/J DEFGRID3
* xyz 0 1
Cl 6.443 -30.432 -12.720
C 7.331 -29.108 -13.420
C 6.930 -27.782 -12.804
Cl 5.130 -27.611 -12.790
H 7.104 -29.250 -14.477
H 8.407 -29.242 -13.316
H 7.307 -26.920 -13.355
H 7.325 -27.852 -11.791
Cl 8.495 -24.487 -9.633
C 8.663 -23.730 -11.241
C 8.188 -24.613 -12.251
Cl 8.026 -23.858 -13.832
H 9.713 -23.483 -11.400
H 7.940 -22.918 -11.161
H 7.227 -25.048 -11.978
H 8.833 -25.469 -12.447
Cl 7.552 -17.629 -21.819
C 7.203 -17.660 -20.062
C 8.352 -18.280 -19.326
Cl 7.999 -18.385 -17.598
H 6.281 -18.183 -19.808
H 7.001 -16.617 -19.817
H 9.224 -17.630 -19.388
H 8.780 -19.227 -19.654
Cl 8.105 -20.031 -11.695
C 7.978 -18.276 -11.406
C 7.787 -17.445 -12.665
Cl 8.976 -18.010 -13.898
H 8.737 -17.993 -10.677
H 6.993 -18.209 -10.944
H 7.772 -16.355 -12.654
H 6.790 -17.778 -12.954
Cl 1.741 -26.239 -17.346
C 2.837 -25.452 -16.266
C 3.036 -23.991 -16.498
Cl 3.944 -23.669 -17.998
H 3.707 -26.089 -16.421
H 2.391 -25.586 -15.280
H 3.775 -23.563 -15.820
H 2.094 -23.448 -16.426
Cl 8.694 -25.348 -17.028
C 9.150 -25.464 -18.754
C 10.491 -26.065 -18.933
Cl 11.118 -25.535 -20.493
H 9.195 -24.454 -19.160
H 8.272 -25.879 -19.249
H 10.612 -27.142 -18.819
H 11.182 -25.583 -18.241
Cl 4.532 -24.111 -12.137
C 3.618 -24.854 -10.828
C 2.324 -25.720 -11.257
Cl 1.276 -24.896 -12.354
H 3.244 -23.958 -10.333
H 4.304 -25.366 -10.153
H 1.749 -25.892 -10.347
H 2.505 -26.727 -11.633
Cl 3.164 -13.247 -20.780
C 2.893 -14.972 -20.446
C 2.911 -15.325 -18.938
Cl 4.495 -15.315 -18.159
H 3.641 -15.575 -20.962
H 1.951 -15.226 -20.933
H 2.445 -16.305 -18.844
H 2.273 -14.650 -18.367
Cl 5.503 -21.080 -14.286
C 6.288 -21.697 -15.722
C 5.788 -20.998 -17.052
Cl 6.869 -21.421 -18.420
H 6.025 -22.753 -15.651
H 7.361 -21.507 -15.694
H 5.894 -19.923 -16.906
H 4.773 -21.305 -17.307
Cl 11.352 -22.285 -21.815
C 9.688 -21.810 -21.422
C 8.810 -22.073 -22.645
Cl 7.165 -21.317 -22.280
H 9.758 -20.811 -20.992
H 9.202 -22.407 -20.650
H 8.804 -23.152 -22.802
H 9.300 -21.518 -23.444
Cl -2.047 -18.309 -18.276
C -0.842 -19.393 -17.587
C 0.455 -18.612 -17.309
Cl 1.829 -19.719 -16.892
H -0.741 -20.229 -18.279
H -1.257 -19.802 -16.666
H 0.529 -18.018 -16.398
H 0.722 -17.925 -18.113
Cl 0.651 -20.006 -10.257
C -0.203 -20.857 -11.606
C 0.674 -20.875 -12.852
Cl 2.332 -21.447 -12.678
H -1.190 -20.406 -11.708
H -0.347 -21.846 -11.171
H 0.693 -19.898 -13.335
H 0.098 -21.461 -13.569
Cl -1.051 -22.889 -18.530
C 0.522 -23.656 -19.139
C 0.549 -23.573 -20.658
Cl 2.045 -24.321 -21.427
H 0.582 -24.691 -18.803
H 1.383 -23.086 -18.793
H 0.552 -22.503 -20.869
H -0.389 -24.034 -20.968
N 11.328 -19.875 -17.647
C 10.598 -20.240 -16.498
C 10.356 -21.555 -16.202
C 10.850 -22.508 -17.080
C 11.454 -22.112 -18.268
C 11.723 -20.784 -18.525
H 10.242 -19.509 -15.787
H 10.001 -21.860 -15.228
H 10.805 -23.551 -16.803
H 11.686 -22.858 -19.014
H 12.311 -20.528 -19.394
N 13.190 -22.485 -12.074
C 11.977 -22.311 -12.714
C 11.163 -21.221 -12.440
C 11.668 -20.261 -11.558
C 12.863 -20.476 -10.858
C 13.556 -21.607 -11.119
H 11.764 -23.034 -13.488
H 10.214 -20.989 -12.900
H 11.112 -19.393 -11.236
H 13.177 -19.947 -9.971
H 14.362 -21.784 -10.423
N 5.012 -15.663 -14.379
C 4.331 -15.245 -13.327
C 3.138 -15.882 -12.936
C 2.700 -17.015 -13.630
C 3.560 -17.482 -14.617
C 4.688 -16.798 -14.964
H 4.661 -14.395 -12.749
H 2.602 -15.561 -12.055
H 1.888 -17.614 -13.244
H 3.361 -18.448 -15.057
H 5.284 -17.084 -15.818
N 6.171 -20.222 -7.730
C 5.426 -19.112 -8.017
C 4.499 -19.054 -9.082
C 4.467 -20.117 -9.971
C 5.230 -21.261 -9.696
C 6.071 -21.301 -8.579
H 5.451 -18.372 -7.231
H 3.975 -18.122 -9.235
H 3.841 -20.085 -10.851
H 5.225 -22.054 -10.429
H 6.772 -22.113 -8.456
N 7.269 -25.783 -22.737
C 7.124 -26.529 -21.589
C 6.106 -26.394 -20.665
C 5.227 -25.387 -20.850
C 5.320 -24.450 -21.936
C 6.337 -24.743 -22.861
H 7.808 -27.356 -21.472
H 5.979 -26.994 -19.776
H 4.469 -25.276 -20.088
H 4.572 -23.686 -22.092
H 6.540 -24.115 -23.716
N 2.376 -18.410 -20.254
C 2.007 -18.172 -21.537
C 2.666 -18.765 -22.645
C 3.608 -19.748 -22.352
C 3.901 -20.093 -21.000
C 3.308 -19.358 -19.958
H 1.265 -17.411 -21.729
H 2.430 -18.453 -23.652
H 4.149 -20.211 -23.165
H 4.677 -20.804 -20.759
H 3.603 -19.551 -18.937
*
```

Molecular formula: C4H8N3S
Method: DFT, ωB97M-V/def2-TZVPD

Computed properties:
Kohn-Sham gap (alpha / beta) in Ha: 0.2613 / 0.2613
Strongest force on any atom in eV/Å: 3.54
HOMO level (alpha / beta) in eV: -12.110 / -12.111
ΔE to the lowest compared entry with this formula, charge and spin in kJ/mol: 626.9
Calculated total energy in eV: -19570.75692

```
! wB97M-V def2-TZVPD RIJCOSX def2/J DEFGRID3
* xyz 1 1
C 0.594 1.629 -0.432
C 0.443 -2.312 -0.650
C 1.315 0.551 0.491
C -2.120 3.080 1.120
N 0.148 2.631 0.593
N -1.030 2.779 0.891
N 0.089 -3.492 -0.090
S 1.471 -1.073 0.783
H 1.283 2.003 -1.217
H -0.371 1.437 -0.989
H 1.391 -2.343 -1.160
H -0.253 -1.644 -1.124
H 1.804 1.254 1.333
H -2.878 3.657 1.475
H -0.824 -3.661 0.162
H 0.779 -4.277 0.040
*
```